1.
Here is a structure of composition C34H41BrF5GeInN5O4S from the OMol25 dataset. Energies are from ωB97M-V/def2-TZVPD.

## Properties
total charge = 0
Kohn-Sham gap (alpha / beta) = 0.2326 / 0.1785 hartree
highest occupied orbital energy (alpha / beta) = -7.619 / -7.625 eV
E_LUMO (alpha / beta) = -1.3 / -2.8 eV
molar mass = 978.1 g mol⁻¹
energy above the lowest of the compared OMol25 structures with the same formula, charge and spin = 0.443 eV
multiplicity = 2

Structure (XYZ):
```
93
Properties=species:S:1:pos:R:3:forces:R:3
In 0.122 -1.170 -0.139 -0.70 0.10 -0.03
Br 0.328 6.644 -0.363 0.01 -0.01 -0.03
Ge 0.400 -0.997 2.847 0.14 0.05 -0.22
S -2.301 -1.166 -1.103 -0.11 -0.45 -0.09
F 1.621 -4.620 -2.666 -0.01 -0.05 -0.06
F -0.640 -3.613 -1.782 0.00 0.00 0.00
F 0.570 -2.161 -2.912 -0.05 -0.01 0.02
F 2.806 -3.125 -1.667 0.05 0.06 -0.03
F 1.592 -4.496 -0.511 -0.04 -0.03 0.11
O -0.497 -2.247 1.762 0.10 -0.04 0.13
O 2.139 -0.435 -1.148 -0.03 0.14 -0.03
O 1.811 -1.218 1.590 -0.03 0.22 0.14
O -0.250 0.281 1.518 0.07 -0.16 0.22
N -0.098 0.780 -1.945 0.16 0.13 -0.14
N -3.924 0.482 0.189 0.03 -0.03 0.05
N 2.584 2.774 -5.476 -0.09 -0.09 -0.17
N -4.429 -1.833 0.341 -0.09 -0.06 -0.09
N 2.237 3.966 -5.462 0.13 0.04 0.06
C 3.350 0.182 -3.056 0.03 0.00 -0.04
C 1.859 4.585 -4.233 -0.02 0.07 -0.02
C -2.561 -2.411 3.001 0.00 -0.07 0.10
C 2.343 1.845 -4.490 0.03 0.01 0.08
C -5.863 -0.250 1.368 0.04 0.02 -0.01
C 2.010 4.920 -1.862 0.01 -0.01 0.05
C -5.012 0.739 0.901 -0.03 -0.06 0.05
C -0.149 1.688 1.833 -0.03 -0.02 -0.04
C 0.446 -2.801 -1.681 0.19 0.03 -0.08
C 0.873 5.560 -4.316 0.01 -0.01 0.04
C -0.882 2.498 0.778 -0.10 0.03 0.02
C -5.518 -1.558 1.058 0.00 0.05 -0.05
C 1.630 -3.768 -1.634 0.03 -0.07 -0.01
C 2.177 0.175 -2.223 -0.04 -0.10 0.09
C -1.234 2.231 -3.457 0.01 0.04 -0.06
C 2.459 4.293 -3.010 0.01 0.06 0.02
C -0.113 2.368 -4.238 -0.03 -0.03 0.07
C -0.836 1.922 3.178 0.01 0.05 0.05
C -0.694 -4.030 3.369 -0.01 -0.10 -0.01
C -6.321 -2.733 1.525 -0.02 -0.03 0.01
C 1.067 1.724 -3.833 -0.13 -0.10 0.01
C 0.968 5.833 -1.944 -0.01 0.01 0.01
C -1.931 -4.087 1.211 -0.07 -0.04 0.03
C 3.037 -3.167 2.317 0.06 -0.04 0.01
C 0.993 0.915 -2.696 0.10 0.09 0.05
C -1.437 -3.191 2.331 0.15 0.05 -0.01
C 3.552 -0.909 3.257 0.04 0.01 0.02
C -3.669 -0.817 -0.072 0.12 0.42 0.11
C 3.109 -1.675 2.009 -0.04 -0.10 0.01
C 4.113 -1.405 0.898 0.05 -0.03 -0.01
C 1.316 2.104 1.885 0.04 0.00 0.02
C 3.403 0.971 -4.164 0.06 0.03 -0.01
C 0.404 6.171 -3.165 -0.01 0.00 0.00
C -1.185 1.445 -2.302 -0.08 -0.06 -0.02
H -0.351 -3.423 4.211 0.01 0.02 -0.02
H -0.963 3.536 1.109 0.00 -0.01 0.00
H 4.582 -1.174 3.506 -0.01 -0.01 0.00
H -2.164 2.715 -3.721 0.02 0.02 -0.02
H 4.178 -0.334 0.698 -0.02 0.00 -0.01
H 3.831 -1.913 -0.020 -0.01 0.01 0.03
H -5.766 -3.267 2.298 0.00 0.00 -0.01
H 2.755 -3.732 1.429 -0.02 0.02 0.02
H -1.859 1.544 3.141 0.00 0.00 -0.01
H 5.098 -1.763 1.208 0.00 0.01 0.00
H 1.819 1.825 0.956 -0.01 0.00 0.00
H -2.458 -3.520 0.447 0.01 0.04 -0.03
H -1.086 -4.607 0.755 -0.01 0.02 -0.01
H -3.289 -3.092 3.449 0.00 -0.01 -0.03
H 1.836 1.615 2.711 0.00 0.00 -0.01
H -7.284 -2.430 1.934 0.01 0.01 0.00
H -1.355 -4.804 3.763 0.00 0.02 0.01
H -1.886 2.100 0.617 0.04 -0.04 -0.03
H -2.058 1.323 -1.672 0.05 -0.03 0.02
H 2.296 -3.358 3.097 0.00 0.01 0.00
H -3.069 -1.781 2.280 -0.01 0.06 -0.02
H 2.931 -1.143 4.123 -0.02 0.01 -0.02
H 0.459 5.807 -5.285 0.00 0.00 0.00
H 2.462 4.698 -0.905 0.00 0.00 -0.01
H 1.398 3.185 2.025 0.00 -0.01 0.00
H -0.334 2.497 -0.158 0.06 -0.02 -0.10
H -0.137 2.956 -5.145 0.00 -0.02 0.01
H -6.476 -3.427 0.699 0.00 0.01 0.00
H 4.291 1.019 -4.783 0.01 -0.02 0.03
H 3.275 3.586 -2.945 0.00 0.01 -0.02
H -0.389 6.904 -3.213 0.00 0.00 0.00
H -0.311 1.430 3.997 0.00 -0.01 -0.01
H -2.161 -1.781 3.801 -0.01 -0.02 0.01
H -2.615 -4.837 1.617 0.00 0.01 -0.01
H -5.215 1.786 1.109 0.01 0.01 -0.01
H -6.747 -0.013 1.942 0.01 0.00 0.00
H 3.514 0.167 3.077 0.00 -0.01 -0.01
H 4.001 -3.537 2.674 0.00 0.01 -0.02
H -0.869 2.991 3.396 0.00 0.00 0.00
H 4.177 -0.444 -2.748 0.02 0.01 -0.02
H 0.166 -4.518 2.909 0.00 0.01 0.00
```
Forces are in eV/Å.

2.
Here is a structure of composition C34H42AgAsN6O2S in a non-equilibrium geometry from the OMol25 dataset. Energies are from ωB97M-V/def2-TZVPD.

## Properties
total charge = 0
Kohn-Sham gap (alpha / beta) = 0.2080 / 0.2079 hartree
highest occupied orbital energy (alpha / beta) = -6.067 / -6.067 eV
E_LUMO (alpha / beta) = -0.4 / -0.4 eV
molar mass = 781.6 g mol⁻¹
energy above the lowest of the compared OMol25 structures with the same formula, charge and spin = 1.431 eV

Structure (XYZ):
```
87
Properties=species:S:1:pos:R:3:forces:R:3
Ag -0.516 -0.151 0.157 -0.71 -0.04 -0.71
As -0.580 -1.049 -3.396 0.28 -0.91 -1.65
S 0.155 -0.720 2.766 0.92 0.41 2.06
O -1.200 -0.096 -2.249 -0.48 0.71 1.03
O -1.277 -0.989 2.584 -1.22 -0.51 -0.07
N -2.541 0.725 0.586 -0.22 -0.08 -0.14
N -4.029 2.307 1.731 -0.12 0.41 0.29
N 1.716 -0.105 0.102 1.00 1.92 -1.19
N 0.337 2.147 -0.222 0.84 -0.07 -0.22
N 2.304 0.906 -0.484 0.79 -2.91 0.60
N 0.253 -2.355 0.158 0.81 0.45 -0.16
C 1.274 -1.581 -3.151 -0.23 0.06 0.09
C 0.372 4.491 -0.657 0.28 0.18 -0.09
C -6.593 1.771 1.225 -0.09 0.14 0.04
C 3.660 -3.742 0.192 -0.53 -0.17 0.11
C -3.256 1.448 1.125 0.49 -0.45 -0.37
C -0.918 1.745 3.315 0.01 -0.25 -0.03
C -4.771 1.887 2.912 -0.21 -0.01 0.60
C 0.352 5.286 3.671 0.08 0.03 -0.04
C 1.581 -2.485 0.272 -0.86 0.48 -0.47
C -1.652 -2.665 -3.713 0.27 0.28 0.15
C 2.353 -1.299 0.006 0.41 -0.38 0.34
C -1.519 -4.967 2.094 -0.15 -0.18 0.02
C -2.721 -5.001 1.405 -0.07 -0.08 0.10
C -0.688 -0.109 -5.114 0.07 -0.17 0.27
C 0.249 1.067 3.015 0.12 0.00 0.01
C -4.638 3.338 0.914 -0.32 0.34 -0.37
C 2.403 3.250 -0.791 -0.02 -0.65 0.13
C -2.917 -4.135 0.338 -0.11 -0.11 0.02
C -0.670 -3.267 0.598 -0.38 -0.64 0.22
C -1.913 -3.278 -0.054 0.15 0.14 -0.14
C 1.747 4.448 -0.900 -0.47 0.19 0.12
C -0.886 3.110 3.525 0.11 -0.02 -0.01
C 0.424 -1.063 4.574 0.04 -0.04 -0.77
C 1.454 1.744 2.936 -0.03 -0.13 0.02
C 3.732 -1.391 -0.251 0.29 -0.15 0.10
C 4.386 -2.589 -0.129 0.28 0.54 -0.27
C -0.505 -4.114 1.705 0.01 0.19 -0.18
C -0.270 3.315 -0.317 -0.10 0.18 0.10
C 0.312 3.806 3.447 0.00 0.02 0.01
C 1.668 2.091 -0.458 -1.59 1.69 0.16
C -6.277 2.059 2.689 0.01 -0.15 -0.18
C 2.304 -3.699 0.393 0.40 -0.55 0.16
C -5.974 2.848 0.323 0.11 -0.08 0.07
C 1.482 3.108 3.157 -0.04 0.01 0.01
H -4.537 0.838 3.107 0.04 0.08 -0.02
H 1.844 -0.709 -2.828 -0.07 0.02 -0.02
H -3.507 -5.679 1.709 -0.04 -0.02 0.04
H 2.284 5.346 -1.174 0.02 0.03 0.00
H 0.403 -4.062 2.289 0.14 -0.02 0.01
H 1.771 -4.624 0.568 -0.05 0.05 0.04
H 4.260 -0.478 -0.484 0.05 -0.01 0.01
H -7.671 1.733 1.065 0.00 -0.09 -0.03
H -2.071 -2.566 -0.861 0.03 -0.06 0.14
H -3.868 -4.128 -0.180 -0.02 0.02 -0.04
H 4.181 -4.688 0.260 -0.03 -0.09 0.00
H -1.335 3.302 -0.120 -0.11 0.01 0.00
H 1.427 -0.753 4.841 0.22 0.05 0.09
H -0.126 0.823 -5.050 0.03 -0.06 0.07
H -5.811 2.431 -0.671 -0.02 0.10 -0.03
H -6.652 3.698 0.229 -0.01 0.02 -0.06
H 1.033 5.536 4.482 0.04 0.07 0.08
H -1.434 -3.425 -2.964 0.03 0.07 0.04
H -1.449 -3.065 -4.704 0.05 0.03 -0.06
H -1.375 -5.616 2.948 0.02 0.00 0.05
H -0.298 -0.719 -5.928 0.03 -0.03 0.00
H -4.441 2.479 3.775 0.01 -0.12 -0.05
H -3.938 3.604 0.119 -0.05 0.07 0.17
H 5.455 -2.648 -0.285 0.03 0.02 0.01
H -0.318 -0.519 5.148 -0.13 0.12 -0.01
H 2.359 1.199 2.705 0.14 -0.02 -0.09
H -1.800 3.639 3.765 -0.06 0.05 -0.01
H -6.589 3.074 2.940 -0.04 0.02 0.05
H -4.787 4.218 1.547 0.04 -0.05 -0.06
H 1.698 -1.981 -4.069 -0.09 0.01 -0.10
H 0.708 5.790 2.774 0.01 0.12 -0.07
H -6.183 0.793 0.963 -0.06 -0.05 -0.02
H 2.421 3.642 3.107 0.07 0.05 -0.04
H 1.322 -2.335 -2.367 -0.08 0.02 0.01
H -2.705 -2.383 -3.639 0.12 0.04 0.00
H -1.834 1.178 3.384 -0.10 -0.05 -0.03
H -1.733 0.134 -5.309 0.05 -0.08 0.10
H -0.634 5.671 3.916 -0.07 0.08 0.02
H -6.817 1.373 3.343 0.01 0.07 0.07
H 3.464 3.160 -0.967 0.07 -0.04 -0.02
H 0.303 -2.131 4.718 0.01 -0.16 -0.04
H -0.181 5.413 -0.756 -0.06 0.03 0.02
```
Forces are in eV/Å.

3.
Here is a structure of composition C34H42BrIrN7O3 in a non-equilibrium geometry from the OMol25 dataset. Energies are from ωB97M-V/def2-TZVPD.

## Properties
total charge = +2
Kohn-Sham gap (alpha / beta) = 0.2534 / 0.2382 hartree
highest occupied orbital energy (alpha / beta) = -13.773 / -14.047 eV
E_LUMO (alpha / beta) = -6.9 / -7.6 eV
molar mass = 868.9 g mol⁻¹
energy above the lowest of the compared OMol25 structures with the same formula, charge and spin = 4.551 eV
multiplicity = 2

Structure (XYZ):
```
88
Properties=species:S:1:pos:R:3:forces:R:3
Ir -0.110 0.199 0.539 4.66 -2.49 0.11
Br -0.063 3.006 1.734 -0.45 0.16 -0.13
O 0.263 -3.899 -0.726 -0.29 0.18 -0.03
O -1.212 1.731 -0.734 -0.35 0.08 0.14
O 2.570 -2.730 -0.981 0.13 0.37 -0.12
N -1.270 -0.135 2.449 0.13 0.01 -1.34
N -1.960 -1.236 -0.053 0.30 0.76 -0.26
N 2.682 0.691 2.164 0.27 0.18 0.04
N -2.173 -1.461 4.293 -0.22 -0.05 0.44
N 0.605 -1.634 -0.529 -0.70 2.13 1.57
N 1.682 -0.206 2.026 -1.48 0.27 -1.15
N 1.852 0.720 -0.731 -1.92 -0.61 0.68
C 3.803 0.117 2.647 -0.30 -0.33 -0.08
C -2.399 7.872 0.797 -0.01 -0.19 -0.15
C 3.863 -0.298 -1.509 -0.29 0.25 0.09
C 3.509 -1.223 2.808 -0.21 0.34 -0.10
C 2.403 1.912 -0.903 0.07 0.74 0.09
C -1.610 -1.342 5.626 0.46 -0.02 0.66
C -1.684 -0.784 3.318 0.37 0.54 -0.67
C 4.457 0.945 -1.648 -0.14 -0.05 0.07
C -1.131 3.818 0.362 0.37 0.22 0.66
C -2.723 7.154 -0.511 -0.20 0.41 -0.14
C 2.561 -0.364 -1.030 0.53 -0.46 -0.19
C -3.199 -2.461 4.054 -0.49 -0.54 -0.35
C 1.932 -1.718 -0.844 0.75 0.19 0.18
C -1.811 3.751 -4.279 -0.07 -0.10 0.17
C -2.238 5.733 -0.553 0.01 -0.18 -0.15
C -3.241 -0.937 0.091 -0.62 -0.14 0.01
C -3.864 -3.216 -0.265 0.10 -0.04 0.03
C 2.177 -1.386 2.405 0.19 0.04 0.10
C 5.056 0.867 2.876 0.14 0.08 0.00
C -0.136 -2.777 -0.540 -1.10 -0.60 0.34
C -4.234 -1.904 -0.008 0.12 0.09 -0.04
C -2.488 2.945 -3.152 -0.14 -0.06 -0.32
C -1.495 5.130 0.477 0.37 -0.54 0.33
C 1.408 -2.656 2.397 -0.04 0.01 -0.15
C -4.015 2.961 -3.359 0.22 0.01 0.07
C -2.082 7.944 -1.672 0.00 -0.18 0.17
C 3.713 2.072 -1.331 -0.23 -0.15 -0.03
C -1.601 -2.484 -0.319 -0.01 -0.81 -0.14
C -2.162 3.627 -1.836 -0.06 0.06 -0.20
C -2.523 -3.518 -0.427 0.09 0.29 0.05
C -2.008 1.500 -3.255 -0.02 -0.05 -0.05
C -4.253 7.145 -0.711 0.17 -0.08 0.11
C -2.513 4.948 -1.680 -0.02 -0.31 -0.17
C -1.479 2.960 -0.741 0.01 0.11 0.15
H -3.963 -2.072 3.382 0.04 0.03 0.01
H -2.414 -1.353 6.363 0.00 0.04 -0.12
H -2.353 7.539 -2.643 -0.02 -0.04 -0.12
H -2.013 3.276 -5.234 -0.02 -0.05 -0.12
H -4.518 2.462 -2.534 -0.10 -0.07 0.09
H -2.840 8.865 0.772 -0.01 0.07 0.03
H -4.400 3.973 -3.435 -0.09 0.11 -0.01
H -1.326 7.990 0.928 0.13 0.01 0.09
H -4.602 -4.001 -0.342 -0.12 0.02 -0.02
H -3.041 5.418 -2.493 -0.05 0.04 -0.07
H 5.472 1.037 -2.000 0.11 0.01 -0.05
H 5.616 0.420 3.691 0.03 0.02 0.07
H 2.511 1.678 2.031 0.00 -0.19 -0.06
H -1.068 -0.404 5.721 -0.01 0.01 -0.04
H -2.177 4.772 -4.326 -0.03 0.12 -0.05
H 4.159 -1.992 3.170 0.17 -0.13 0.09
H -3.475 0.100 0.284 -0.05 0.10 0.05
H -0.998 7.944 -1.586 0.12 0.05 -0.02
H -5.274 -1.634 0.096 -0.04 0.08 0.04
H -2.237 1.116 -4.246 -0.05 0.06 -0.13
H -4.536 6.727 -1.673 -0.06 -0.04 -0.09
H 1.675 -3.252 3.268 -0.07 0.02 0.04
H 1.666 -3.245 1.516 -0.05 -0.07 -0.06
H -1.200 5.683 1.355 -0.01 0.10 0.04
H -0.734 3.782 -4.130 0.15 0.00 -0.04
H 4.363 -1.218 -1.763 0.06 -0.13 0.05
H -2.171 -4.515 -0.648 0.05 -0.02 0.00
H -3.672 -2.710 5.002 0.07 0.07 -0.05
H -2.505 0.863 -2.528 0.01 -0.11 0.00
H -0.934 1.424 -3.108 0.07 -0.09 -0.02
H 0.336 -2.463 2.392 -0.03 -0.06 0.00
H -2.778 -3.372 3.619 0.01 0.06 0.10
H -2.814 7.345 1.654 -0.04 -0.03 0.16
H 1.786 2.772 -0.682 -0.03 0.03 0.06
H -2.433 8.971 -1.626 -0.01 0.11 -0.02
H -0.928 -2.168 5.840 -0.06 0.02 -0.04
H -4.622 8.165 -0.670 -0.06 0.11 0.02
H 4.129 3.062 -1.425 -0.02 0.12 -0.05
H -4.737 6.567 0.073 -0.12 -0.02 0.08
H 5.683 0.825 1.985 0.03 0.04 -0.04
H -4.260 2.435 -4.277 -0.03 -0.04 -0.11
H 4.859 1.909 3.112 0.04 0.11 0.04
```
Forces are in eV/Å.